i) Below is a cluster of 2 separate species, C3H9N2O2 in total, with properties calculated with ωB97M-V with the def2-TZVPD basis set.

Calculated values
* Kohn-Sham gap: 7.320 eV
* HOMO level: -3.2 eV
* charge: -1

Cartesian coordinates (Å):
1 O -1.9548 0.4639 0.1798
2 O 2.4220 -1.0569 -0.9835
3 N -1.1848 -1.6125 0.9614
4 N 0.3664 1.7846 -0.2167
5 C 1.0170 0.8834 -1.1524
6 C -1.7041 -0.2423 1.2969
7 C 1.7434 -0.2318 -0.4174
8 H 0.3242 0.3802 -1.8426
9 H -1.6165 -1.8269 0.0729
10 H 1.6580 -0.1959 0.6799
11 H -2.5949 -0.3685 1.9532
12 H -0.6153 1.3719 -0.0143
13 H -0.9128 0.2287 1.9241
14 H -1.5031 -2.3028 1.6281
15 H 1.7765 1.3833 -1.7614
16 H 0.2601 2.7041 -0.6290

ii) Below is a cluster of 2 separate species, C3H9N2O2 in total, with properties calculated with ωB97M-V with the def2-TZVPD basis set.

Calculated values
* Kohn-Sham gap: 7.802 eV
* HOMO level: -3.8 eV
* charge: -1

Cartesian coordinates (Å):
1 O -2.0047 0.6718 -0.9931
2 O 0.5420 -0.6081 1.4140
3 N -2.0573 0.1244 1.2256
4 N 1.6196 0.2753 -0.4562
5 C -2.4907 0.7755 0.1411
6 C 0.9099 -0.8781 0.0963
7 C 2.5498 -0.1025 -1.5082
8 H 1.9445 -0.5320 -2.3058
9 H 3.2848 -0.8628 -1.1783
10 H -0.4526 -0.3339 1.3720
11 H 0.0408 -1.0468 -0.5485
12 H 3.1387 0.7318 -1.8879
13 H 1.5862 -1.7645 0.0857
14 H -3.3544 1.4567 0.2910
15 H 2.0755 0.7678 0.2984
16 H -2.7943 0.1599 1.9273

Most stable: ii). Least stable: i).

i) Below is an isolated molecule of C2H4N3P, with properties calculated with ωB97M-V with the def2-TZVPD basis set.

Calculated values
* Kohn-Sham gap: 10.308 eV
* SMILES string: Pc1ncn[nH]1
* HOMO level: -9.4 eV

Cartesian coordinates (Å):
1 P 2.0251 -0.0267 -0.3141
2 N -0.5935 -1.0224 0.1405
3 N -1.7798 -0.6002 -0.1197
4 N -0.4075 1.1379 -0.1326
5 C -1.6728 0.6773 -0.2947
6 C 0.2527 0.0051 0.0350
7 H 2.6124 1.1104 0.2904
8 H -0.4102 -1.9368 0.0383
9 H -2.5287 1.3460 -0.4249
10 H 2.5024 -0.6908 0.7819

ii) Below is an isolated molecule of C2H4N3P, with properties calculated with ωB97M-V with the def2-TZVPD basis set.

Calculated values
* Kohn-Sham gap (spin up / spin down): 7.186 / 6.892 eV
* HOMO level (spin up / spin down): -7.4 / -7.2 eV

Cartesian coordinates (Å):
1 P 2.3049 -0.8918 -0.0025
2 N 1.7280 0.6805 -0.1166
3 N 0.5515 1.2400 0.0709
4 N -2.1379 -1.3562 0.0995
5 C -0.6968 0.7577 0.1318
6 C -1.4295 -0.3851 0.0096
7 H -2.4782 -1.8022 -0.7081
8 H 1.0829 -1.4857 0.5963
9 H 2.2856 1.5116 -0.2514
10 H -1.2105 1.7312 0.1706

Most stable: i). Least stable: ii).

i) Below is a structure of composition C13H24AlBiI2O4S3, with properties calculated with ωB97M-V with the def2-TZVPD basis set.

Calculated values
* Kohn-Sham gap (spin up / spin down): 3.189 / 3.188 eV
* HOMO level (spin up / spin down): -19.9 / -19.9 eV
* charge: +4

Cartesian coordinates (Å):
1 Bi -1.5117 0.2518 1.4854
2 I -1.9050 2.3830 -3.1017
3 I -2.1204 2.1109 -5.7320
4 S 0.2641 1.2489 -0.1712
5 S 1.4804 1.3061 3.2111
6 S -2.4254 -0.8130 -1.0261
7 Al -0.3315 -0.2729 -1.7045
8 O 3.1300 -1.2166 -0.4520
9 O -0.0480 1.0411 3.1107
10 O -0.2261 -2.8248 2.5293
11 O 0.4006 -2.6602 0.0448
12 C 1.6838 2.7330 -2.2615
13 C 0.7030 -1.6974 -0.7493
14 C -2.5314 -3.4792 -0.3238
15 C 1.6476 1.6077 4.9666
16 C -0.4648 -1.9198 1.8495
17 C -2.1797 -2.9657 -2.7581
18 C 2.9344 2.3120 -0.1135
19 C 1.0209 3.9782 -0.1578
20 C 2.1857 -0.3420 3.1456
21 C 1.6218 2.7262 -0.7591
22 C -4.4028 -2.5353 -1.6722
23 C -2.8939 -2.5732 -1.4742
24 C 2.0061 -1.2939 -0.8129
25 H -4.6674 -1.8466 -2.4821
26 H 1.0980 0.8467 5.5408
27 H -2.9815 -3.1286 0.6134
28 H 0.6967 2.9389 -2.6947
29 H -1.4490 -3.5527 -0.1879
30 H -4.9006 -2.2156 -0.7514
31 H 1.4967 -1.0712 3.5843
32 H 0.9294 3.8950 0.9316
33 H 3.2870 1.3388 -0.4905
34 H 3.1222 -0.2789 3.7085
35 H 2.7175 1.5771 5.1997
36 H -4.7563 -3.5404 -1.9317
37 H 3.7176 3.0599 -0.3462
38 H -1.0887 -3.0237 -2.6275
39 H 2.4148 -0.5782 2.1029
40 H 2.3696 3.5215 -2.6089
41 H 1.6596 4.8472 -0.3708
42 H 2.0212 1.7682 -2.6527
43 H -2.5461 -3.9609 -3.0573
44 H -2.4037 -2.2516 -3.5610
45 H 2.8404 2.2360 0.9837
46 H 1.2654 2.6212 5.1581
47 H -2.9159 -4.4889 -0.5451
48 H 0.0352 4.1821 -0.5882

ii) Below is a structure of composition C13H24AlBiI2O4S3, with properties calculated with ωB97M-V with the def2-TZVPD basis set.

Calculated values
* Kohn-Sham gap (spin up / spin down): 4.398 / 4.432 eV
* HOMO level (spin up / spin down): -21.4 / -21.0 eV
* charge: +4

Cartesian coordinates (Å):
1 Bi -0.2520 0.6570 1.0878
2 I -0.6951 3.0644 2.4736
3 I -1.5873 -0.8526 -4.0743
4 S 2.5638 0.0020 1.9655
5 S -2.3598 0.5555 -0.4672
6 S 0.2183 1.3813 -1.5346
7 Al -0.7989 -0.7682 -1.6430
8 O 1.8884 -2.7723 -2.2422
9 O 1.7195 0.2658 3.2217
10 O -1.1207 -1.6171 3.7897
11 O -2.1443 -3.8031 -0.8634
12 C 1.0608 -2.0945 -1.8501
13 C -1.6154 -2.7689 -0.9234
14 C -3.6653 -1.4538 1.2085
15 C 4.2589 0.1143 2.4658
16 C 2.0346 2.0059 -3.2569
17 C -3.9007 -0.2412 0.3124
18 C -4.7180 -0.6011 -0.9265
19 C 2.9999 0.4283 -1.5238
20 C -0.9738 -1.2958 2.6977
21 C 2.3691 -1.7765 1.6760
22 C 2.4759 2.8011 -0.8744
23 C 2.0849 1.6288 -1.7753
24 C -4.5012 0.9140 1.1042
25 H 4.9069 -0.2409 1.6720
26 H -3.6984 -1.1727 2.2726
27 H -2.7426 -1.9959 0.9958
28 H -3.8241 1.2320 1.9031
29 H -4.6639 1.7699 0.4462
30 H 1.3790 2.8725 -3.3681
31 H 1.4672 -2.0013 1.1099
32 H 2.6285 -0.2561 -0.7557
33 H 3.1578 -0.1497 -2.4448
34 H -4.4926 -2.1665 1.0507
35 H 2.4484 2.5395 0.1919
36 H 3.4976 3.1323 -1.1179
37 H -4.2112 -1.3673 -1.5174
38 H 3.2479 -2.0737 1.0987
39 H 3.0321 2.2295 -3.6454
40 H -5.4558 0.6149 1.5540
41 H -4.8334 0.2892 -1.5506
42 H 1.5990 1.1758 -3.8182
43 H 1.7813 3.6320 -1.0277
44 H 3.9881 0.7790 -1.1706
45 H 4.3339 -0.5349 3.3470
46 H -5.7102 -0.9698 -0.6276
47 H 4.4765 1.1478 2.7021
48 H 2.3462 -2.2590 2.6519

Most stable: ii). Least stable: i).